# 1
The following is a quantum chemistry calculation of a 12-piece molecular cluster, C13H50N14O12 overall in a non-equilibrium geometry, from the Open Molecules 2025 dataset.

```
! wB97M-V def2-TZVPD RIJCOSX def2/J DEFGRID3
* xyz 0 1
N 0.6166 -0.9724 0.9560
C 0.5886 0.3216 0.7490
N -0.6124 0.7386 0.6140
O 1.6696 1.1616 0.6810
H 1.4506 -1.4194 1.0230
H -0.2434 -1.4754 1.2360
H -1.4704 0.1636 0.6870
H -0.5424 1.8226 0.5360
N -2.0734 -0.9494 -2.1580
C -2.0494 -1.9074 -3.0020
N -1.4454 -1.5254 -4.0800
O -2.4654 -3.1854 -2.8170
H -2.6354 -1.1484 -1.3390
H -1.8494 0.0866 -2.3260
H -1.5734 -2.1124 -4.9290
H -0.9904 -0.5694 -4.2090
N -0.6864 3.3546 0.4110
C -1.9454 3.3806 0.0140
N -2.0274 3.7566 -1.2460
O -3.1124 3.0826 0.7580
H -0.5714 3.2076 1.4650
H -0.0584 4.0396 -0.0420
H -2.9564 3.8366 -1.7340
H -1.2884 4.2826 -1.6470
N -1.4834 -2.5424 1.9850
C -2.0264 -2.5274 0.7870
N -1.4224 -3.3964 -0.0470
O -3.0574 -1.6664 0.3010
H -1.7574 -1.8084 2.7210
H -0.7804 -3.2734 2.3420
H -1.6674 -3.4434 -1.0320
H -0.4224 -3.7584 0.1760
N 0.5526 -1.5104 -1.6140
C 1.1716 -2.5184 -1.9780
N 0.8596 -2.8904 -3.1930
O 2.2136 -3.0814 -1.2350
H 0.7326 -1.2404 -0.5840
H -0.3914 -1.2264 -1.8900
H 1.0756 -3.8334 -3.3710
H 0.0976 -2.4014 -3.6670
N 0.8916 -4.3084 0.7340
C 1.2366 -3.7974 1.8660
N 0.4846 -4.1474 2.8820
O 2.2746 -2.9024 1.9720
H 1.5766 -4.0304 -0.0790
H 0.6196 -5.3264 0.7080
H 0.7286 -3.7004 3.7610
H -0.0014 -5.1054 2.9660
N -0.9324 1.5226 -2.1550
C -0.1674 1.6586 -3.1690
N 0.3126 0.4996 -3.5890
O -0.0344 2.8846 -3.8480
H -1.4224 2.4066 -1.8280
H -0.7114 0.8746 -1.3600
H 1.0756 0.7226 -4.2520
H 0.4306 -0.3294 -3.0110
C 2.1026 3.3516 -1.1750
C 1.5676 4.6266 -1.8780
O 0.6596 5.1866 -0.9430
H 2.4146 3.5886 -0.1520
H 3.0926 3.0586 -1.6420
H 1.3676 2.5486 -1.1470
H 1.1196 4.5776 -2.7950
H 2.4326 5.3046 -2.1180
H 0.9876 6.1106 -0.8590
C -3.1164 0.5106 3.0250
O -1.8384 0.0306 3.1600
H -3.7014 0.3686 3.9710
H -3.6844 0.0386 2.1510
H -2.9334 1.5906 2.7980
H -1.2924 0.5526 2.5590
C 3.5366 0.0306 -2.3740
O 4.1846 -1.1784 -2.7120
H 2.4796 0.0816 -2.5970
H 4.0786 0.8706 -2.8430
H 3.6686 0.2526 -1.3160
H 3.8596 -1.9094 -2.1930
C 0.9986 -1.5044 4.3740
O 0.1456 -2.3414 5.0680
H 1.9466 -2.0504 4.3590
H 1.1916 -0.6274 4.9610
H 0.6676 -1.3084 3.3640
H -0.7464 -2.1104 4.9100
C 0.3826 2.4496 3.5550
O -0.6264 3.1536 2.9760
H 1.2516 3.0726 3.5250
H 0.5666 1.4496 3.1250
H 0.1656 2.4356 4.5940
H -0.7104 4.0156 3.3700
*
```

The energy above the lowest of the compared OMol25 structures with the same formula, charge and spin comes out at 11.719 eV.

Löwdin population analysis, charges in e, atoms 1 to 5: number 1, N, carries 0.162; number 2, C, carries -0.625; number 3, N, carries 0.147; number 4, O, carries -0.075; number 5, H, carries 0.051

---

# 2
The following is a quantum chemistry calculation of C5H5FOS as an isolated structure in a non-equilibrium geometry, from the Open Molecules 2025 dataset.

```
! wB97M-V def2-TZVPD RIJCOSX def2/J DEFGRID3
* xyz 0 1
C -0.8697 0.6407 -0.3325
C 0.1030 1.2127 0.7348
C 0.5364 0.3835 -0.9572
C 1.1742 -0.5711 0.0571
C 0.8692 -0.0126 1.2304
H -1.2981 -1.4417 0.6859
H -1.3831 1.4471 -0.8713
H -0.1806 2.0120 1.4144
H 0.7477 0.2332 -2.0336
H 1.1267 -0.2833 2.2392
O 0.9234 1.6575 -0.3984
F 1.8182 -1.6728 -0.2721
S -2.1027 -0.6306 -0.0121
*
```

The energy above the lowest of the compared OMol25 structures with the same formula, charge and spin comes out at 2.631 eV.

natural (NBO) population analysis, charges in e, atoms 1 to 5: number 1, C, carries -0.338; number 2, C, carries 0.043; number 3, C, carries -0.015; number 4, C, carries 0.416; number 5, C, carries -0.346

---

Calculated values (eV) of orbital gap for the records, taken in order: 9.637; 10.244.